C19H32BIN4O5 | the ωB97M-V functional and the def2-TZVPD basis

```
62
Properties=species:S:1:pos:R:3:lowdin_charge:R:1
C 4.09580 3.31862 0.58449 -0.0790
C 3.71832 2.06414 1.37637 -0.2218
N 3.19327 1.00739 0.48097 -0.0987
C 1.72705 0.91256 0.58599 -0.1740
C 1.13798 0.06390 -0.53789 -0.1018
C -0.40453 0.07027 -0.91541 -0.3236
C -0.97271 -1.09962 -0.07383 -0.0685
C -2.43269 -1.43677 0.04817 -0.2357
O -2.89457 -1.78470 1.11396 0.0449
N -0.42424 -0.24114 -2.36887 0.1328
C -0.16175 0.93144 -3.06657 -0.5214
O -0.00638 1.03195 -4.25976 0.0648
C -0.18461 2.07073 -2.03208 -0.5449
I -0.67062 3.94113 -2.98164 1.0242
C -1.12604 1.48305 -0.95167 -0.2308
C -1.09638 2.19536 0.43531 -0.1202
C -2.38941 2.71235 1.05129 -0.2573
N -3.34311 1.61635 1.28344 0.0415
B -2.61646 1.48512 -1.59384 -0.7354
O -3.36254 2.62821 -1.69261 0.1173
O -3.17629 0.35584 -2.08690 0.0172
C -4.50936 0.38600 -2.59118 -0.0342
C 3.83001 -0.26113 0.73084 -0.4731
C 4.30836 -0.99524 -0.48946 0.0115
O 3.99882 -0.67946 1.85345 0.1099
H 4.51117 3.03428 -0.38552 0.0719
H 4.84806 3.90752 1.11192 0.0695
H 3.22846 3.95697 0.39640 0.0654
H 2.94412 2.32420 2.10474 0.1153
H 4.58429 1.68560 1.91561 0.1145
H 1.37372 1.93501 0.54091 0.0942
H 1.45549 0.51188 1.57439 0.1359
H 1.73846 0.27205 -1.42786 0.1217
H 1.35182 -0.98116 -0.28071 0.1134
H -0.58432 -1.02973 0.94697 0.1295
H -0.51567 -2.00059 -0.50873 0.1305
H -3.04029 -1.49681 -0.85221 0.1200
H 0.14067 -1.02791 -2.66552 0.1588
H 0.80879 2.27977 -1.64265 0.0766
H -0.41510 3.05444 0.39128 0.1158
H -0.67186 1.50687 1.16477 0.1103
H -2.12037 3.15651 2.01442 0.1207
H -2.84703 3.52106 0.47893 0.1020
H -4.04883 1.61370 0.55360 0.0647
H -3.85437 1.78368 2.14178 0.0784
H -2.87164 3.43402 -1.50263 0.0189
H -4.78852 -0.63830 -2.84249 0.0957
H -4.56898 0.99822 -3.49308 0.1022
H -5.20401 0.76906 -1.84088 0.0961
H 3.45433 -1.35593 -1.06879 0.0744
H 4.86794 -0.30502 -1.12272 0.0897
H 4.92362 -1.83778 -0.18108 0.0874
N -0.67463 -4.20470 1.63220 0.0130
C -0.55076 -5.42852 1.03473 -0.1430
C 0.22118 -6.21572 1.84767 -0.1158
C 0.57551 -5.43316 2.98033 -0.1132
C 0.00634 -4.19794 2.81688 -0.1365
H -1.19472 -3.42972 1.26150 0.0929
H -1.02200 -5.63627 0.08932 0.1030
H 0.49893 -7.23817 1.65447 0.0873
H 1.17663 -5.74260 3.81852 0.0881
H 0.02565 -3.32119 3.44095 0.1068
```

Computed properties:
SMILES string: CCN(CC[C@]1(CC=O)NC(=O)[C@@H](I)[C@@]1(CCN)B(O)OC)C(C)=O.c1cc[nH]c1
HOMO in eV: -8.2
E_LUMO in eV: 0.1919
2S+1: 1
Kohn-Sham gap in eV: 8.35